[1]
93
Properties=species:S:1:pos:R:3:lowdin_charge:R:1 method="wB97M-V/def2-TZVPD" homo_lumo_gap_ev=5.475
Sr -0.559 -0.761 0.049 1.26
C -0.659 -2.940 3.469 -0.13
C 0.830 -3.241 3.289 -0.58
C 1.036 -4.729 2.997 -0.12
P 1.455 -2.238 1.863 1.04
C 3.268 -2.647 1.811 -0.55
C 3.983 -2.385 3.133 -0.11
C 3.961 -1.928 0.655 -0.12
C 1.330 -0.520 2.459 -0.35
C 1.132 -0.210 3.873 -0.06
C 1.037 1.012 4.412 -0.26
C 1.047 1.223 5.898 -0.04
C 1.070 2.227 3.543 -0.13
C 1.105 1.899 2.024 -0.11
C 1.515 0.517 1.572 -0.38
N 1.748 0.283 0.263 -0.10
C 2.531 1.076 -0.527 -0.33
C 3.589 1.848 -0.004 -0.04
C 4.458 2.543 -0.824 -0.05
C 4.351 2.484 -2.208 -0.29
C 5.315 3.207 -3.113 -0.06
C 3.326 1.706 -2.734 -0.06
C 2.404 1.026 -1.941 -0.29
P 1.072 -0.017 -2.638 1.06
C 1.975 -1.284 -3.667 -0.54
C 2.390 -0.880 -5.080 -0.12
C 1.125 -2.558 -3.701 -0.14
C 0.076 1.086 -3.764 -0.54
C -0.884 1.860 -2.852 -0.14
C 0.771 2.058 -4.714 -0.12
H -1.061 -3.477 4.332 0.08
H -1.213 -3.264 2.583 0.07
H -0.848 -1.874 3.617 0.05
H 1.366 -2.999 4.209 0.09
H 0.600 -5.000 2.032 0.08
H 0.549 -5.332 3.766 0.08
H 2.092 -4.999 2.983 0.06
H 3.286 -3.721 1.598 0.09
H 3.881 -1.336 3.420 0.08
H 5.049 -2.605 3.038 0.08
H 3.586 -3.000 3.942 0.06
H 4.035 -0.857 0.847 0.06
H 3.416 -2.057 -0.281 0.06
H 4.973 -2.320 0.529 0.08
H 1.148 -1.042 4.567 0.10
H 0.974 0.273 6.428 0.08
H 0.232 1.864 6.234 0.03
H 1.978 1.711 6.207 0.09
H 1.850 2.910 3.893 0.15
H 1.654 2.656 1.467 0.14
H 3.753 1.850 1.068 0.11
H 5.262 3.119 -0.376 0.11
H 6.032 3.790 -2.535 0.07
H 4.794 3.892 -3.786 0.08
H 5.879 2.507 -3.734 0.08
H 3.251 1.630 -3.810 0.09
H 2.879 -1.474 -3.080 0.10
H 1.522 -0.587 -5.675 0.07
H 2.859 -1.730 -5.581 0.08
H 3.105 -0.059 -5.081 0.06
H 0.187 -2.384 -4.235 0.08
H 0.866 -2.894 -2.697 0.05
H 1.659 -3.361 -4.214 0.08
H -0.523 0.377 -4.349 0.11
H -0.322 2.465 -2.132 0.07
H -1.549 1.181 -2.317 0.04
H -1.504 2.540 -3.441 0.08
H 1.283 2.842 -4.155 0.07
H 0.019 2.540 -5.345 0.08
H 1.493 1.574 -5.368 0.05
Br -1.668 3.881 5.668 0.80
C -1.452 2.717 4.185 -0.62
C -0.299 2.959 3.293 -0.22
C -0.416 2.245 1.923 -0.19
N -1.336 1.131 1.843 0.08
C -2.204 0.919 2.750 -0.19
C -2.329 1.743 3.963 -0.05
C -3.177 -0.200 2.522 -0.20
C -4.337 -0.316 3.277 -0.05
C -5.224 -1.339 2.979 -0.67
Br -6.809 -1.514 3.989 0.78
C -4.951 -2.216 1.952 -0.08
C -3.767 -2.027 1.253 -0.10
N -2.907 -1.057 1.526 0.06
H -0.143 4.032 3.176 0.14
H -0.661 2.891 1.076 0.15
H -3.143 1.582 4.650 0.09
H -4.576 0.372 4.071 0.10
H -5.625 -3.019 1.693 0.11
H -3.495 -2.688 0.438 0.10
O -1.484 -2.852 -1.127 -0.30
N -2.297 -2.304 -1.912 -0.26
O -2.439 -1.072 -1.733 -0.28

[2]
63
Properties=species:S:1:pos:R:3:lowdin_charge:R:1 method="wB97M-V/def2-TZVPD" homo_lumo_gap_ev=8.593 smiles=COC[C@H](C)N.COC[C@H](C)N.COC[C@H](C)N.CC(C)O
C 1.651 -1.557 4.396 -0.09
O 0.733 -0.494 4.521 -0.28
C 1.332 0.826 4.559 -0.13
C 0.164 1.892 4.729 -0.42
C 0.457 3.367 4.830 -0.08
N -0.952 1.553 5.662 0.04
H 2.101 -1.262 3.447 0.10
H 1.101 -2.498 4.357 0.10
H 2.364 -1.522 5.220 0.09
H 1.869 0.932 5.502 0.12
H 1.976 1.150 3.742 0.13
H -0.364 1.851 3.776 0.09
H -0.466 3.944 4.881 0.08
H 1.097 3.799 4.060 0.07
H 1.012 3.514 5.757 0.07
H -1.845 2.019 5.725 0.07
H -0.994 0.555 5.512 0.05
C 0.107 3.571 -5.268 -0.06
O 0.204 2.260 -4.580 -0.21
C 0.126 2.261 -3.108 -0.17
C 0.032 0.875 -2.605 -0.42
C -0.166 0.733 -1.122 -0.07
N 1.300 0.216 -3.010 0.01
H -0.706 4.159 -4.841 0.08
H 0.002 3.421 -6.342 0.08
H 1.029 4.132 -5.111 0.08
H 1.028 2.723 -2.706 0.13
H -0.847 2.683 -2.855 0.13
H -0.798 0.356 -3.083 0.13
H 0.625 1.147 -0.496 0.10
H -0.260 -0.274 -0.716 -0.01
H -1.052 1.228 -0.725 0.12
H 2.076 0.578 -2.475 0.11
H 1.482 0.520 -3.956 0.07
C -2.159 -2.541 -0.674 -0.15
O -1.282 -2.874 -1.702 -0.17
C -0.842 -1.826 -2.614 -0.16
C 0.000 -2.296 -3.868 -0.35
C 1.415 -2.605 -3.429 -0.09
N 0.120 -1.189 -4.883 0.04
H -3.130 -2.470 -1.164 0.10
H -1.930 -1.546 -0.293 0.03
H -2.354 -3.148 0.210 0.09
H -1.780 -1.584 -3.113 0.12
H -0.438 -0.927 -2.148 0.04
H -0.427 -3.227 -4.240 0.13
H 1.766 -3.227 -4.253 0.07
H 1.509 -3.260 -2.563 0.08
H 1.978 -1.689 -3.250 0.05
H 0.636 -0.416 -4.487 -0.01
H 0.765 -1.615 -5.533 0.06
C -2.053 -1.201 2.170 -0.03
C -0.576 -0.927 2.288 -0.39
C 0.051 -1.352 0.898 -0.07
O -0.165 0.437 2.359 -0.07
H -2.087 -2.273 1.977 0.07
H -2.580 -0.706 1.353 0.09
H -2.472 -0.973 3.150 0.09
H 0.017 -1.476 3.020 0.09
H -0.575 -0.997 0.079 -0.01
H -0.007 -2.438 0.827 0.10
H 1.075 -1.014 0.734 0.11
H 0.106 0.699 1.476 0.06

[3]
18
Properties=species:S:1:pos:R:3:lowdin_charge:R:1 method="wB97M-V/def2-TZVPD" charge=+1 homo_lumo_gap_ev="8.044 / 8.701"
C 0.547 -1.577 0.873 -0.27
C 1.014 -0.932 -0.113 -0.63
C 0.500 -3.055 1.140 -0.06
C -0.898 2.236 0.505 -0.07
C -0.533 1.174 -0.465 -0.21
N 0.080 1.644 -1.644 0.10
Br 1.788 -1.143 -1.683 0.94
H -0.055 -1.083 1.668 0.13
H -0.354 -3.322 0.611 0.06
H 1.322 -3.612 0.708 0.09
H 0.198 -3.229 2.188 0.10
H -0.996 1.914 1.576 0.11
H -1.894 2.629 0.357 0.09
H -0.292 3.060 0.535 0.05
H -1.257 0.385 -0.581 0.12
H -0.556 1.657 -2.496 0.20
H 0.670 0.762 -1.840 0.02
H 0.715 2.492 -1.339 0.23

[4]
64
Properties=species:S:1:pos:R:3:lowdin_charge:R:1 method="wB97M-V/def2-TZVPD" homo_lumo_gap_ev=7.965 smiles="CN(C)C(=O)CPP(O)(O)=S.O=[N+]([O-])c1ccccc1.O=[N+]([O-])c1ccccc1.O=[N+]([O-])c1ccccc1"
C -7.318 -5.405 -3.298 -0.07
N -7.085 -6.822 -3.022 -0.19
C -6.179 -7.452 -3.973 -0.09
C -6.705 -7.028 -1.658 -0.54
O -7.496 -7.380 -0.832 0.10
C -5.248 -6.780 -1.298 -0.39
P -5.069 -6.428 0.518 0.82
P -2.973 -5.831 0.491 -0.10
O -3.014 -4.507 -0.423 -0.27
O -2.144 -6.750 -0.545 -0.24
S -2.238 -5.626 2.241 0.23
H -8.110 -5.285 -4.036 0.09
H -6.413 -4.908 -3.676 0.08
H -7.635 -4.896 -2.387 0.10
H -6.706 -7.633 -4.910 0.09
H -5.293 -6.838 -4.195 0.09
H -5.857 -8.420 -3.588 0.09
H -4.655 -7.628 -1.648 0.08
H -4.873 -5.899 -1.829 0.08
H -4.828 -7.734 0.992 -0.07
H -3.286 -3.743 0.118 0.03
H -2.503 -7.642 -0.595 0.06
O -2.926 -1.934 0.923 0.03
N -3.156 -0.995 0.175 -0.33
O -4.239 -0.466 0.055 0.10
C -2.034 -0.481 -0.627 -0.15
C -0.811 -1.123 -0.537 0.01
C 0.239 -0.638 -1.299 -0.06
C 0.055 0.463 -2.126 -0.07
C -1.184 1.087 -2.196 -0.06
C -2.247 0.615 -1.443 0.00
H -0.693 -1.977 0.113 0.12
H 1.207 -1.117 -1.245 0.11
H 0.884 0.841 -2.709 0.10
H -1.323 1.947 -2.837 0.11
H -3.219 1.083 -1.479 0.12
O 3.193 3.481 -0.652 0.08
N 3.122 2.320 -0.301 -0.34
O 2.759 1.408 -1.020 0.06
C 3.497 1.991 1.087 -0.14
C 3.898 3.018 1.922 0.00
C 4.242 2.708 3.228 -0.06
C 4.177 1.391 3.666 -0.06
C 3.770 0.377 2.808 -0.06
C 3.424 0.673 1.499 0.00
H 3.940 4.032 1.555 0.10
H 4.559 3.496 3.896 0.10
H 4.444 1.154 4.688 0.11
H 3.721 -0.646 3.156 0.11
H 3.103 -0.094 0.811 0.11
O 6.140 6.678 4.414 0.09
N 5.551 6.678 3.353 -0.33
O 4.767 5.815 3.002 0.06
C 5.799 7.794 2.423 -0.14
C 6.698 8.776 2.794 0.00
C 6.931 9.820 1.912 -0.06
C 6.270 9.863 0.692 -0.07
C 5.370 8.863 0.344 -0.06
C 5.126 7.813 1.214 0.00
H 7.199 8.719 3.749 0.12
H 7.631 10.600 2.180 0.11
H 6.457 10.679 0.007 0.11
H 4.856 8.899 -0.607 0.11
H 4.433 7.024 0.965 0.12

[5]
14
Properties=species:S:1:pos:R:3:lowdin_charge:R:1 method="wB97M-V/def2-TZVPD" homo_lumo_gap_ev=9.654
C 2.234 0.813 0.332 -0.04
C -0.520 0.259 -0.747 -0.01
C -0.667 -1.253 -0.772 -0.11
C -1.875 -0.687 -0.125 -0.24
O -1.628 -0.460 1.241 0.01
C -1.155 0.619 0.445 -0.18
H 1.909 0.221 1.194 0.03
H 2.450 1.836 0.648 0.02
H 3.120 0.359 -0.116 0.02
H 1.438 0.840 -0.406 -0.03
H -0.127 -1.917 -0.091 0.13
H -0.730 -1.620 -1.792 0.10
H -2.897 -0.617 -0.487 0.16
H -1.552 1.606 0.676 0.14

[6]
20
Properties=species:S:1:pos:R:3:lowdin_charge:R:1 method="wB97M-V/def2-TZVPD" homo_lumo_gap_ev="8.591 / 7.506"
C 1.166 -2.226 0.269 -0.23
C -1.933 0.169 0.465 -0.67
C 0.979 -0.945 1.081 -0.06
C -0.757 -0.193 -0.607 -0.10
C -0.914 0.422 -1.927 -0.07
C 0.546 1.450 0.800 0.01
N 0.582 -2.289 -0.815 0.18
N 0.540 0.141 0.057 -0.10
O -1.514 -0.090 1.615 -0.06
O -2.766 0.849 -0.049 0.07
H 1.932 -2.903 0.630 0.11
H 0.169 -0.935 1.725 0.07
H 1.849 -0.586 1.534 0.11
H -1.927 0.575 -2.403 0.12
H -0.503 -0.376 -2.580 0.09
H -0.312 1.284 -2.134 0.07
H 0.137 1.422 1.812 0.11
H 1.521 1.801 0.940 0.08
H -0.042 2.200 0.216 0.13
H 1.245 0.231 -0.630 0.15

[7]
10
Properties=species:S:1:pos:R:3:lowdin_charge:R:1 method="wB97M-V/def2-TZVPD" homo_lumo_gap_ev=9.698
C -0.731 0.124 0.104 -0.14
C -2.097 0.513 0.169 -0.02
C 1.848 -0.339 -0.103 -0.26
N -1.407 -0.924 0.077 0.18
O 1.040 0.766 -0.273 -0.18
H -2.497 0.862 1.036 0.06
H -2.472 0.783 -0.709 0.04
H 1.664 -0.865 -1.056 0.07
H 1.727 -1.065 0.858 0.12
H 2.926 0.146 -0.105 0.12

[8]
109
Properties=species:S:1:pos:R:3:lowdin_charge:R:1 method="wB97M-V/def2-TZVPD" homo_lumo_gap_ev=9.361
H 4.251 0.238 3.709 0.05
N 3.690 -0.581 3.458 0.15
C 2.501 -0.252 3.185 -0.43
C 1.965 1.166 3.236 -0.03
C 1.518 -1.337 2.803 -0.10
C 0.887 -1.126 1.421 -0.16
C 1.855 -1.279 0.273 -0.44
O 2.974 -0.878 0.202 0.15
O 1.256 -1.875 -0.775 0.06
C -0.095 -2.348 -0.490 -0.38
C -0.049 -3.842 -0.798 -0.01
C -1.024 -1.646 -1.525 -0.08
C -2.304 -0.906 -1.084 -0.23
C -2.178 0.617 -0.964 -0.52
Cl -1.828 1.192 0.700 0.62
C -0.337 -1.988 1.020 -0.17
C -0.621 -3.183 1.948 -0.12
C -2.101 -3.605 1.939 -0.06
C -2.842 -3.023 3.118 -0.44
F -2.512 -1.720 3.316 0.12
F -2.487 -3.683 4.250 0.13
C -4.395 -3.122 3.031 -0.35
F -4.690 -4.316 2.479 0.15
F -4.933 -3.095 4.258 0.17
C -5.092 -2.025 2.156 -0.32
F -6.113 -2.585 1.499 0.17
F -4.205 -1.573 1.242 0.12
C -5.660 -0.803 2.943 -0.35
F -4.747 -0.394 3.836 0.17
F -6.765 -1.186 3.588 0.18
C -5.996 0.478 2.104 -0.35
F -6.584 1.325 2.963 0.18
F -4.842 1.012 1.680 0.13
C -6.930 0.307 0.871 -0.35
F -6.230 -0.283 -0.109 0.16
F -7.957 -0.484 1.215 0.17
C -7.577 1.601 0.279 -0.35
F -8.458 2.092 1.155 0.18
F -8.235 1.198 -0.822 0.17
C -6.636 2.759 -0.152 -0.54
F -6.060 3.321 0.914 0.19
F -5.680 2.309 -0.971 0.18
F -7.353 3.684 -0.788 0.19
H 0.882 1.215 3.091 0.07
H 2.198 1.608 4.209 0.08
H 2.444 1.771 2.460 0.09
H 2.030 -2.300 2.883 0.13
H 0.704 -1.315 3.541 0.12
H 0.599 -0.068 1.362 0.11
H 0.184 -3.963 -1.860 0.10
H 0.741 -4.339 -0.232 0.09
H -1.004 -4.329 -0.580 0.09
H -0.392 -0.931 -2.061 0.12
H -1.320 -2.400 -2.261 0.11
H -3.074 -1.087 -1.843 0.12
H -2.710 -1.308 -0.154 0.06
H -3.098 1.122 -1.263 0.06
H -1.366 0.990 -1.592 0.06
H -1.201 -1.328 1.095 0.08
H -0.334 -2.933 2.970 0.10
H -0.016 -4.052 1.691 0.11
H -2.205 -4.692 2.008 0.14
H -2.598 -3.296 1.013 0.12
C 9.193 -0.686 0.776 -0.12
O 8.900 0.665 1.049 -0.19
C 7.521 0.982 1.003 -0.20
C 7.111 1.897 2.134 -0.18
O 7.115 1.287 3.412 -0.13
C 8.353 1.060 4.059 -0.18
C 9.023 2.303 4.600 -0.21
O 9.586 3.086 3.566 -0.19
C 9.591 4.470 3.822 -0.11
H 9.072 -0.921 -0.288 0.09
H 10.232 -0.855 1.055 0.09
H 8.556 -1.360 1.358 0.09
H 6.913 0.072 1.042 0.13
H 7.297 1.496 0.059 0.13
H 6.064 2.152 1.954 0.12
H 7.692 2.822 2.124 0.12
H 9.044 0.495 3.430 0.12
H 8.099 0.442 4.923 0.13
H 9.815 1.981 5.292 0.13
H 8.292 2.888 5.171 0.12
H 8.628 4.807 4.223 0.09
H 9.773 4.977 2.875 0.09
H 10.381 4.751 4.528 0.09
C -5.492 0.301 -5.748 -0.11
O -4.167 -0.011 -6.107 -0.20
C -3.828 0.327 -7.440 -0.20
C -2.450 0.942 -7.535 -0.19
O -2.356 2.239 -6.974 -0.12
C -2.232 2.350 -5.569 -0.19
C -0.861 2.018 -5.027 -0.21
O -0.609 0.627 -5.073 -0.21
C 0.754 0.285 -5.209 -0.10
H -6.212 -0.384 -6.210 0.09
H -5.568 0.207 -4.665 0.08
H -5.754 1.327 -6.030 0.09
H -4.563 1.024 -7.857 0.12
H -3.834 -0.581 -8.058 0.13
H -2.242 1.081 -8.599 0.13
H -1.696 0.267 -7.126 0.12
H -2.998 1.769 -5.049 0.12
H -2.405 3.408 -5.358 0.13
H -0.821 2.371 -3.986 0.12
H -0.100 2.564 -5.597 0.13
H 1.256 0.924 -5.943 0.09
H 0.801 -0.748 -5.551 0.09
H 1.279 0.363 -4.250 0.09

| no. | E (Eh) |
| --- | --- |
| 1 | -7630.3693 |
| 2 | -1061.0239 |
| 3 | -2825.4342 |
| 4 | -2830.7984 |
| 5 | -270.3603 |
| 6 | -494.4245 |
| 7 | -247.0860 |
| 8 | -4101.3420 |